# 1
Formula: C40H45N8O2Zr
Source: OMol25
Level of theory: the ωB97M-V functional and the def2-TZVPD basis

Charge: +3
HOMO level, eV: -15.230
E, Ha: -2186.06403
Orbital gap, eV: 6.03
Molar mass, g mol⁻¹: 761.08
LUMO energy, Ha: -0.3380

Atoms and positions in Å:
Zr: -0.44 0.14 -0.78
C: 2.60 -0.71 -2.00
C: 2.70 -2.07 -1.33
C: 1.82 -2.33 -0.11
C: 2.44 -3.26 0.97
C: 2.87 -2.62 2.24
C: 2.53 -1.35 2.49
C: 1.73 -0.61 1.54
N: 1.32 -1.00 0.38
N: 1.26 -0.28 -2.52
C: 1.48 0.96 -3.30
C: 1.44 2.19 -2.46
C: 2.22 3.30 -2.75
C: 1.98 4.49 -2.08
C: 0.95 4.53 -1.14
C: 0.25 3.37 -0.89
N: 0.48 2.21 -1.51
C: 0.72 -1.28 -3.47
C: -0.69 -0.95 -3.84
C: -1.24 -1.44 -5.01
C: -2.59 -1.27 -5.26
C: -3.36 -0.62 -4.31
C: -2.74 -0.13 -3.18
N: -1.42 -0.25 -2.95
H: 3.29 -0.70 -2.84
H: 2.92 0.08 -1.31
H: 3.75 -2.13 -1.01
H: 2.59 -2.88 -2.05
H: 3.28 -3.82 0.54
H: 3.43 -3.20 2.95
H: 2.81 -0.86 3.41
H: 1.45 0.39 1.81
H: 0.68 1.06 -4.04
H: 2.42 0.89 -3.86
H: 2.98 3.23 -3.51
H: 2.56 5.37 -2.30
H: 0.71 5.44 -0.62
H: -0.56 3.38 -0.17
H: 0.73 -2.26 -3.00
H: 1.36 -1.33 -4.36
H: -0.60 -1.97 -5.72
H: -3.03 -1.66 -6.17
H: -4.43 -0.50 -4.43
H: -3.33 0.36 -2.42
C: -2.50 2.68 -2.01
O: -2.27 1.71 -0.95
C: -3.36 1.53 -0.08
C: -4.40 2.44 0.03
C: -5.43 2.15 0.91
C: -5.42 0.98 1.66
C: -4.38 0.08 1.54
C: -3.33 0.37 0.68
N: -2.18 -0.46 0.51
N: -2.16 -1.48 1.27
C: -1.19 -2.41 1.13
C: -0.56 -2.59 -0.07
O: -0.76 -1.83 -1.11
C: 0.65 -3.40 -0.23
C: 1.17 -4.17 1.00
C: 0.27 -4.12 2.21
C: 0.58 -4.93 3.30
C: -0.20 -4.91 4.44
C: -1.31 -4.09 4.51
C: -1.64 -3.28 3.43
C: -0.86 -3.29 2.28
H: -3.48 2.52 -2.45
H: -2.44 3.69 -1.61
H: -1.73 2.53 -2.76
H: -4.43 3.35 -0.55
H: -6.25 2.85 1.00
H: -6.24 0.76 2.33
H: -4.37 -0.83 2.11
H: 0.67 -3.94 -1.18
H: 1.42 -5.20 0.78
H: 1.44 -5.59 3.24
H: 0.05 -5.56 5.28
H: -1.93 -4.07 5.40
H: -2.51 -2.65 3.48
N: 2.94 2.17 0.75
C: 3.48 2.06 2.12
C: 2.59 2.73 3.16
C: 1.16 2.22 3.35
C: 0.16 2.62 2.25
N: -0.49 1.49 1.47
H: 3.67 1.90 0.10
H: 2.78 3.15 0.56
H: 4.48 2.49 2.21
H: 3.59 1.00 2.36
H: 2.55 3.81 2.95
H: 3.10 2.65 4.12
H: 0.80 2.68 4.27
H: 1.12 1.15 3.57
H: 0.64 3.29 1.54
H: -0.66 3.17 2.71
H: -1.42 1.86 1.24
H: -0.73 0.77 2.15

# 2
Formula: C34H37BIrN3O6
Source: OMol25
Level of theory: the ωB97M-V functional and the def2-TZVPD basis

Charge: +1
HOMO level (alpha / beta), eV: -10.720 / -11.063
E, Ha: -2062.33643
Multiplicity: 2
Orbital gap (alpha / beta), eV: 7.26 / 6.99
Molar mass, g mol⁻¹: 786.71
LUMO energy (alpha / beta), Ha: -0.1270 / -0.1497

Atoms and positions in Å:
Ir: -0.19 0.16 -0.55
C: -0.98 -0.57 -2.95
C: -2.45 -0.52 -2.52
C: -2.89 0.93 -2.27
C: -2.96 -1.39 -1.37
C: -4.33 -1.61 -1.31
C: -4.92 -2.24 -0.24
C: -4.16 -2.66 0.83
C: -2.77 -2.52 0.83
C: -1.95 -2.92 2.04
C: -1.97 -1.79 3.06
C: -2.41 -4.24 2.66
C: -2.21 -1.91 -0.30
N: -0.76 -1.81 -0.39
C: -0.20 -2.92 -0.54
C: 1.86 -1.82 -1.23
C: 2.14 -1.70 -2.55
C: 2.58 -0.44 -2.96
C: 2.63 0.65 -2.07
N: 2.36 0.52 -0.76
C: 2.94 2.04 -2.61
C: 3.12 3.04 -1.48
C: 1.77 2.48 -3.50
C: 4.23 1.99 -3.45
H: -0.88 -0.12 -3.94
H: -0.57 -1.57 -2.99
H: -0.27 0.07 -2.34
H: -3.02 -0.86 -3.40
H: -2.44 1.32 -1.35
H: -3.97 1.00 -2.15
H: -2.59 1.58 -3.09
H: -4.94 -1.25 -2.13
H: -6.00 -2.38 -0.22
H: -4.64 -3.13 1.68
H: -0.90 -3.06 1.75
H: -2.99 -1.62 3.42
H: -1.61 -0.85 2.64
H: -1.35 -2.04 3.92
H: -3.39 -4.15 3.13
H: -1.70 -4.54 3.44
H: -2.46 -5.04 1.92
H: -0.70 -3.88 -0.56
H: 2.00 -2.51 -3.26
H: 2.83 -0.29 -4.00
H: 2.23 3.10 -0.86
H: 3.32 4.03 -1.91
H: 3.96 2.77 -0.84
H: 0.85 2.56 -2.92
H: 1.61 1.78 -4.33
H: 1.98 3.46 -3.94
H: 5.05 1.54 -2.89
H: 4.52 3.01 -3.72
H: 4.10 1.44 -4.38
O: -0.51 1.11 1.27
C: -0.25 2.25 0.74
O: 0.04 2.20 -0.48
C: -0.28 3.50 1.51
C: -0.49 3.46 2.88
C: -0.51 4.64 3.60
C: -0.31 5.83 2.92
C: -0.09 5.89 1.56
C: -0.08 4.71 0.84
N: -0.33 7.10 3.69
O: -0.50 7.02 4.89
O: -0.16 8.12 3.07
H: -0.64 2.51 3.38
H: -0.67 4.66 4.67
H: 0.06 6.85 1.08
H: 0.10 4.71 -0.22
O: 1.20 -3.06 -0.69
B: 2.06 -0.75 -0.22
O: 2.14 -1.09 1.17
C: 2.14 -2.39 1.48
C: 2.56 -2.79 2.75
C: 2.60 -4.13 3.10
C: 2.23 -5.13 2.19
C: 1.80 -4.76 0.93
C: 1.76 -3.42 0.63
H: 2.87 -2.02 3.44
H: 2.94 -4.41 4.09
H: 2.28 -6.17 2.47
H: 1.51 -5.50 0.19